[1]
{
  "formula": "C12H31O14P2SV",
  "method": "the ωB97M-V functional and the def2-TZVPD basis",
  "total_charge": -1,
  "e_tot_ha": -3554.391835,
  "spin_multiplicity": 4,
  "lumo_energy_ha": [0.0920, 0.0919],
  "s_squared": 3.75,
  "homo_ev": [-2.81, -4.85],
  "symbols": ["V", "S", "P", "P", "O", "O", "O", "O", "O", "O", "O", "O", "O", "O", "O", "O", "O", "O", "C", "C", "C", "C", "C", "C", "C", "C", "C", "C", "C", "C", "H", "H", "H", "H", "H", "H", "H", "H", "H", "H", "H", "H", "H", "H", "H", "H", "H", "H", "H", "H", "H", "H", "H", "H", "H", "H", "H", "H", "H", "H", "H"],
  "positions_angstrom": [[-0.231679, 0.103510, 1.204497], [-0.620140, 2.335223, 2.708492], [2.934196, 0.753649, -0.243726], [-1.251842, 0.008636, -2.059705], [3.295235, 2.348067, -0.167165], [-2.702883, 0.567937, -2.648095], [3.474118, 0.529696, -1.696938], [-1.235391, -0.273448, -0.633543], [0.070107, 1.098869, 3.112012], [-0.252055, 1.113665, -2.626123], [-1.847243, 2.409273, 3.408885], [0.419779, -1.761400, 1.655094], [-1.021016, -1.219975, -3.012972], [0.292032, 3.460134, 2.953722], [-2.315698, -0.632116, 1.942588], [-0.841702, 2.122401, 1.244046], [1.510074, 0.327895, -0.160959], [3.957810, -0.033990, 0.684357], [0.231120, -1.985742, -2.897997], [-2.782344, 1.813513, -3.354994], [2.386209, 3.096346, 0.799625], [-4.009021, 0.987286, 1.292145], [-0.879137, -3.458564, 0.715841], [-0.018633, 2.353311, -1.835982], [-3.503939, -0.273520, 1.979594], [3.384234, -1.098760, 1.499667], [1.476350, -3.953591, 1.110473], [0.476994, -2.818969, 0.779650], [4.566827, 1.146808, -2.234368], [-4.658572, -1.015049, 2.672704], [-1.267035, -3.634894, 1.695639], [-1.044103, -4.337070, 0.113351], [3.555940, -0.681585, 2.556620], [-3.931195, 0.779861, 0.216600], [-4.157729, -1.456719, 3.541996], [4.096667, -1.896923, 1.423381], [-3.752927, 1.931587, -3.874642], [0.029586, -2.975473, -2.475495], [1.050800, 2.456413, -1.640083], [-1.955821, 1.878399, -4.043783], [-2.692738, 2.669310, -2.657899], [4.607166, 0.765962, -3.255883], [-5.005221, 1.272958, 1.537526], [2.437060, 2.824291, 1.882289], [-0.294878, 3.186282, -2.523283], [1.340076, -4.384158, 2.130911], [-0.565204, 2.331857, -0.911080], [2.542286, -3.748659, 0.920019], [-5.552654, -0.368488, 2.921991], [2.605669, 4.132230, 0.630198], [1.065707, -1.490696, -2.331149], [1.299353, -4.764922, 0.407271], [0.743722, -2.483381, -0.198190], [-5.001679, -1.745547, 1.895197], [5.471714, 0.882534, -1.684458], [4.532619, 2.246236, -2.196417], [2.316081, -1.360477, 1.372459], [-1.465365, -2.657430, 0.235093], [-3.345577, 1.858486, 1.559255], [1.435241, 2.784036, 0.447180], [0.598650, -2.065115, -3.885442]],
  "forces_ev_per_a": [[-0.4, -0.3, 0.9], [2.6, 1.1, 0.8], [0.5, 1.4, 0.0], [-1.3, 1.8, -2.2], [-1.0, -1.5, 1.9], [1.0, -0.8, 0.9], [-1.8, -1.2, 0.1], [-0.2, -0.2, 0.0], [1.3, -2.2, -0.1], [0.3, 0.1, 1.0], [-2.8, 0.8, 1.0], [0.7, -0.3, 0.0], [0.9, -0.3, 0.3], [-0.5, 0.3, -0.5], [-2.8, 0.4, 0.5], [-0.4, 0.3, -1.8], [1.2, 0.6, 0.2], [-1.5, 0.7, -0.9], [0.2, 0.5, 1.0], [-0.1, 0.5, 0.6], [0.7, -1.1, 0.0], [2.1, 0.6, -0.3], [-1.3, 1.3, -1.2], [0.3, 0.0, -1.6], [0.7, 1.2, -0.3], [1.1, 1.1, 2.9], [0.6, -0.4, 0.3], [0.5, -1.0, 1.4], [1.7, 0.8, -0.7], [0.6, -0.2, -0.5], [-0.2, 0.0, 0.8], [0.4, -0.6, -0.4], [-0.7, -0.8, -1.3], [0.0, 0.3, 0.0], [-0.8, -0.5, -0.1], [0.0, -0.7, -0.3], [0.5, -0.6, 0.3], [-0.1, 0.4, 0.0], [-0.2, -0.3, -0.1], [0.1, 0.1, -0.5], [-0.1, -0.5, -0.2], [0.4, 0.3, 0.0], [-0.8, -0.2, 0.2], [0.5, 0.0, -1.0], [-0.1, -0.5, 0.7], [0.1, 0.5, -0.6], [-0.3, 0.2, 0.5], [-0.2, 0.4, 0.5], [1.4, -0.6, -0.2], [0.0, 0.4, 0.0], [-1.2, -0.1, -0.1], [-0.3, -0.3, -0.1], [0.3, 0.3, -1.3], [0.3, 0.1, 0.9], [0.2, -0.2, -0.1], [-0.4, -0.3, -0.2], [0.4, 0.3, -0.2], [-0.5, -0.4, 0.4], [-0.3, -1.0, -0.4], [-1.2, 0.5, 0.2], [0.2, -0.3, -1.2]]
}

***

[2]
{
  "formula": "C5H10ClN2OP",
  "method": "the ωB97M-V functional and the def2-TZVPD basis",
  "e_tot_ha": -1182.797119,
  "smiles": "CC(C)(Cl)COP(N)C#N",
  "lumo_energy_ha": 0.0227,
  "homo_ev": -10.09,
  "e_above_lowest_kj_mol": 55.02,
  "symbols": ["Cl", "P", "O", "N", "N", "C", "C", "C", "C", "C", "H", "H", "H", "H", "H", "H", "H", "H", "H", "H"],
  "positions_angstrom": [[-2.699363, 1.316926, -0.814276], [1.923442, -0.641421, 1.038499], [0.797812, 0.452142, 0.593040], [1.685209, -0.208905, 3.982897], [3.185366, 0.428694, 1.098176], [-1.315502, 0.175378, -0.808562], [-0.618485, 0.259655, 0.588210], [1.758961, -0.502250, 2.877804], [-2.044147, -1.116907, -0.957918], [-0.375151, 0.443118, -1.999582], [0.364126, 1.259118, -1.748694], [2.929470, 1.304322, 1.360214], [-1.067482, 1.113819, 1.154316], [-2.770384, -1.079712, -0.119912], [-0.964469, 0.836150, -2.871935], [3.837984, 0.283737, 0.359244], [0.216702, -0.416752, -2.179691], [-0.903119, -0.718358, 1.271729], [-1.334038, -1.914887, -0.872232], [-2.606935, -1.273867, -1.951328]],
  "forces_ev_per_a": [[0.0, 1.2, 0.0], [-0.1, -0.2, 0.8], [-1.0, 0.2, -0.4], [-0.1, -0.1, 0.7], [1.0, -3.6, -1.2], [0.7, 0.2, -0.7], [-1.1, -1.5, 2.4], [-0.6, 0.0, -0.8], [-1.4, -0.8, -0.6], [-0.3, 2.8, 0.6], [-0.8, -0.7, -0.2], [-0.3, 3.2, 0.8], [0.5, -0.7, -0.5], [0.3, -0.9, -0.6], [0.6, -0.9, 0.7], [0.5, 0.6, -0.3], [0.4, -1.0, -0.6], [0.7, 2.2, -1.8], [0.3, -0.8, 0.3], [0.9, 0.6, 1.5]]
}

***

[3]
{
  "formula": "C6H12OS2",
  "method": "the ωB97M-V functional and the def2-TZVPD basis",
  "e_tot_ha": -1107.388950,
  "smiles": "CSCSC(=O)C(C)C",
  "lumo_energy_ha": 0.0146,
  "homo_ev": -8.71,
  "e_above_lowest_kj_mol": 112.28,
  "symbols": ["S", "S", "O", "C", "C", "C", "C", "C", "C", "H", "H", "H", "H", "H", "H", "H", "H", "H", "H", "H", "H"],
  "positions_angstrom": [[-0.602953, 0.356206, -3.533696], [-1.256686, -1.272921, -1.097152], [1.202528, -1.351338, 0.096015], [0.874491, 0.759462, 2.010845], [0.192280, 1.650607, -2.523681], [-0.118182, -1.099086, -2.524716], [0.089249, -0.810604, 0.103091], [-0.927485, -0.966226, 2.467655], [-0.357485, -0.039918, 1.436077], [0.538727, 2.516220, -3.161410], [-0.119681, -1.378079, 3.112441], [-0.468943, -1.941399, -3.156833], [1.075958, 1.302529, -2.091621], [1.686358, 0.050291, 2.191420], [-0.390281, 2.128948, -1.743531], [0.718905, 1.357516, 2.914497], [-1.640343, -0.467708, 3.248954], [-1.095665, 0.715522, 1.174364], [1.227828, 1.487207, 1.337299], [0.939762, -1.259239, -2.266127], [-1.568379, -1.737989, 2.006108]],
  "forces_ev_per_a": [[1.1, 0.1, 0.8], [2.0, 1.0, 0.9], [-2.6, 1.8, -0.9], [-0.4, -1.3, 0.3], [-0.5, 1.9, -1.4], [-1.8, -0.9, -1.3], [1.1, -2.0, 2.8], [-1.4, -0.3, 2.0], [1.2, 1.8, -0.8], [-0.6, -1.0, 0.2], [-0.5, -0.2, -0.7], [0.6, 0.4, 0.1], [1.4, -0.9, 0.7], [0.0, 0.1, 0.1], [-0.6, -0.4, 0.1], [-0.6, -0.6, 0.1], [1.3, -0.4, -1.6], [-0.3, -0.1, -0.3], [0.5, 0.7, -1.3], [-0.5, 0.4, 0.0], [0.5, 0.0, 0.3]]
}

***

[4]
{
  "formula": "C2H7O2",
  "method": "the ωB97M-V functional and the def2-TZVPD basis",
  "total_charge": -1,
  "e_tot_ha": -230.864868,
  "lumo_energy_ha": 0.1683,
  "homo_ev": -3.08,
  "e_above_lowest_kj_mol": 51.97,
  "symbols": ["O", "O", "C", "C", "H", "H", "H", "H", "H", "H", "H"],
  "positions_angstrom": [[-2.024598, 2.111130, 0.787606], [-0.809356, 0.031622, 0.533712], [0.866445, -1.517820, -0.403830], [0.427956, -0.098433, -0.119828], [-1.365825, 1.231794, 0.805136], [0.741095, -1.871834, 0.611416], [0.153579, -1.964100, -1.085616], [1.974297, -1.495914, -0.703912], [-1.485317, 2.687332, 0.193549], [1.228830, 0.453647, 0.438953], [0.292896, 0.432577, -1.057186]],
  "forces_ev_per_a": [[1.1, 1.0, -0.4], [1.4, -1.5, 0.1], [1.1, 1.1, 0.8], [-1.6, 2.0, 0.4], [-0.7, 0.0, -0.5], [0.2, -1.2, 0.1], [0.2, -0.4, -0.2], [-1.6, -0.5, 0.1], [-0.8, -0.6, 0.7], [0.0, -0.4, -0.2], [0.5, 0.4, -0.9]]
}

***

[5]
{
  "formula": "C26H30ClN5O3",
  "method": "the ωB97M-V functional and the def2-TZVPD basis",
  "e_tot_ha": -1968.501587,
  "smiles": "CN(C)Cc1ccn2c1[nH]c(=O)c1c(Cl)cccc12.CNC(=O)[C@H](Cc1ccccc1)NC(C)=O",
  "lumo_energy_ha": 0.0123,
  "homo_ev": -7.75,
  "symbols": ["Cl", "O", "O", "O", "N", "N", "N", "N", "N", "C", "C", "C", "C", "C", "C", "C", "C", "C", "C", "C", "C", "C", "C", "C", "C", "C", "C", "C", "C", "C", "C", "C", "C", "C", "C", "H", "H", "H", "H", "H", "H", "H", "H", "H", "H", "H", "H", "H", "H", "H", "H", "H", "H", "H", "H", "H", "H", "H", "H", "H", "H", "H", "H", "H", "H"],
  "positions_angstrom": [[2.764355, 4.042971, 0.119900], [-0.632526, 2.125685, -4.892535], [2.464926, 2.865487, 2.770574], [-2.158077, -0.632331, -2.118868], [-0.300640, -1.161036, -3.269797], [-1.273760, -1.145544, 6.300013], [-0.955164, 0.928678, 2.063656], [-1.992424, 0.347870, -4.996001], [1.031722, 1.333486, 3.367121], [4.107755, -2.029154, -2.494416], [-0.196340, 0.704409, 3.208462], [0.089237, 0.212152, -3.636720], [-2.108818, -0.495956, 3.349928], [1.468462, 2.243541, 2.435473], [1.218617, 3.219122, 0.093993], [2.566011, -0.299419, -3.253905], [3.142544, -1.574590, -3.411446], [0.451372, 3.359919, -1.066738], [0.738626, 2.422353, 1.158455], [-0.266264, -0.748697, 5.294221], [-0.885838, 0.968087, -4.567914], [4.498505, -1.211846, -1.418968], [-2.991373, 0.954911, -5.873133], [3.925616, 0.061874, -1.260906], [-2.135676, 0.192538, 2.161747], [-1.876093, -2.482685, 6.127819], [2.963634, 0.517884, -2.178734], [-0.853314, -0.885844, 7.689906], [-0.501137, 1.749130, 1.014519], [-1.512213, -2.913029, -2.111839], [-1.241804, 1.901681, -0.167368], [-0.776613, 2.714703, -1.198653], [1.510665, 0.198186, -4.223277], [-0.847864, -0.190522, 4.017219], [-1.343009, -1.462663, -2.495335], [1.519579, -0.415427, -5.125530], [-0.007169, -1.524986, 7.962012], [-3.742782, 0.217086, -6.156754], [5.242378, -1.559661, -0.715281], [-1.360177, 2.827389, -2.110059], [0.401148, 0.009125, 5.718557], [-2.941212, 0.170700, 1.434305], [0.336596, -1.902338, -3.510005], [0.129076, 0.790229, -2.716058], [0.822685, 3.977344, -1.879749], [-1.144949, -3.260912, 6.368892], [4.223634, 0.691623, -0.433428], [-2.185256, -0.562836, -4.610513], [-2.506903, 1.342605, -6.771792], [0.349850, -1.619830, 5.046182], [-2.213573, -2.647342, 5.102798], [2.530380, 1.500097, -2.055398], [-2.353897, -2.998974, -1.425048], [-2.896709, -1.138533, 3.727104], [-2.186333, 1.384095, -0.301916], [-2.738475, -2.599428, 6.792164], [4.553723, -3.006132, -2.616653], [-0.553435, 0.160223, 7.810724], [-0.607131, -3.266112, -1.620459], [1.784547, 1.213042, -4.517158], [1.463205, 1.394566, 4.281374], [-3.477979, 1.783472, -5.354668], [-1.676913, -1.082556, 8.383793], [2.853108, -2.204435, -4.239797], [-1.710117, -3.503446, -3.004091]],
  "forces_ev_per_a": [[-0.6, -0.4, 0.0], [0.2, -0.4, 0.3], [0.0, 0.4, -0.7], [0.1, 0.4, -0.1], [0.8, 0.6, -1.0], [-0.5, 0.6, 0.2], [0.3, 0.4, -0.1], [-0.3, -1.0, -0.1], [-1.4, -0.3, -1.1], [-0.3, 0.8, 0.2], [-0.8, -0.8, 0.2], [-0.1, -0.4, 0.2], [1.0, 0.5, -0.1], [1.7, 0.7, 1.2], [-0.4, -0.1, -0.2], [0.1, -0.3, 0.2], [0.4, 0.6, 1.0], [0.3, 0.1, 0.1], [-0.2, -0.5, 0.1], [-0.8, -0.5, 0.2], [0.1, 0.8, -0.2], [-0.6, 0.2, -0.6], [0.4, 0.3, 0.3], [-0.3, -0.5, -0.7], [-0.2, -0.5, 0.7], [0.7, 0.7, 0.1], [0.5, -1.0, 0.1], [-0.1, -0.2, -0.8], [0.0, 0.3, -0.6], [0.1, 0.1, 0.0], [-0.2, 0.0, 0.0], [0.2, -0.3, 0.8], [0.2, 0.0, 0.0], [-0.6, 0.0, -0.3], [-1.2, -0.2, 1.0], [0.0, 0.0, -0.1], [0.2, -0.1, 0.3], [0.2, 0.0, 0.1], [0.0, 0.0, 0.0], [0.2, 0.0, 0.2], [-0.1, -0.2, 0.2], [0.6, 0.3, 0.0], [0.1, 0.0, 0.0], [-0.2, 0.2, 0.1], [0.0, -0.1, 0.2], [0.1, -0.3, 0.0], [0.0, 0.0, 0.0], [-0.1, 0.2, -0.1], [-0.1, 0.0, 0.1], [0.3, -0.1, 0.0], [0.1, 0.2, 0.1], [-0.1, 0.1, 0.0], [0.1, 0.1, -0.1], [0.2, 0.2, -0.1], [0.2, 0.0, 0.1], [0.2, 0.1, -0.1], [0.0, 0.0, 0.0], [-0.1, -0.2, -0.1], [0.0, -0.2, 0.0], [-0.3, 0.0, -0.1], [0.0, 0.0, -0.3], [0.0, 0.0, -0.1], [0.1, 0.0, -0.2], [0.0, 0.0, -0.1], [0.1, -0.2, 0.0]]
}

***

[6]
{
  "formula": "C6H9F2N2",
  "method": "the ωB97M-V functional and the def2-TZVPD basis",
  "total_charge": 1,
  "e_tot_ha": -542.884969,
  "lumo_energy_ha": -0.1433,
  "homo_ev": -12.84,
  "e_above_lowest_kj_mol": 250.75,
  "symbols": ["F", "F", "N", "N", "C", "C", "C", "C", "C", "C", "H", "H", "H", "H", "H", "H", "H", "H", "H"],
  "positions_angstrom": [[1.507019, -0.170232, 1.056330], [1.130299, 0.156763, -3.511753], [-0.853633, 0.880490, 1.853352], [0.136479, -1.994593, 1.083624], [-0.753874, 0.188477, 0.458194], [-0.016969, 1.100069, -1.735426], [0.431476, -0.777814, 0.476816], [0.824594, 0.024554, -2.200696], [-0.696212, 1.253399, -0.600399], [1.197861, -1.042379, -1.490933], [-1.468886, 0.357882, 2.558730], [-1.640515, -0.383260, 0.366052], [-0.038496, 2.021874, -2.209484], [-1.215793, 2.203843, -0.614528], [-1.015031, 1.908796, 1.663520], [0.991633, -2.398750, 1.301200], [0.087524, 0.793958, 2.238175], [-0.718004, -2.477423, 0.772307], [2.110531, -1.645653, -1.465081]],
  "forces_ev_per_a": [[-0.1, -0.2, 0.5], [0.3, 0.1, 0.4], [0.0, -0.4, 0.0], [-1.7, 2.2, 0.0], [0.2, 0.9, -0.1], [-0.1, -0.3, 1.5], [0.6, -0.4, -3.9], [0.0, -1.4, -0.5], [0.7, -0.8, -0.2], [-1.1, 2.0, 3.7], [0.6, 1.4, -1.4], [-1.0, -0.7, -0.1], [0.3, 1.1, -2.1], [-0.4, -0.2, 1.0], [-0.4, -1.4, 0.9], [1.1, -2.1, 0.4], [0.3, 0.3, 0.2], [1.3, 0.0, 0.2], [-0.8, -0.1, -0.5]]
}

***

[7]
{
  "formula": "C3H2O2S",
  "method": "the ωB97M-V functional and the def2-TZVPD basis",
  "e_tot_ha": -663.980709,
  "lumo_energy_ha": [-0.0507, -0.0508],
  "homo_ev": [-8.59, -8.58],
  "e_above_lowest_kj_mol": 486.46,
  "symbols": ["S", "O", "O", "C", "C", "C", "H", "H"],
  "positions_angstrom": [[2.706199, -0.507565, 0.567501], [3.596931, 0.239417, -0.331523], [-2.324397, 0.708521, -1.367694], [-1.843828, -0.171325, -0.731069], [1.169366, 0.073605, 0.553254], [-0.105118, 0.149476, 0.398852], [-0.751377, 0.530357, 1.183171], [-2.447776, -1.022486, -0.272491]],
  "forces_ev_per_a": [[-1.7, 0.8, -0.6], [0.4, 0.2, 0.3], [1.5, -1.7, 1.0], [0.2, 1.4, 0.8], [1.0, -1.5, -0.8], [-2.6, -0.1, -0.2], [0.2, 0.6, 0.1], [1.0, 0.5, -0.5]]
}